[1]
Molecular formula: C31H38B3F3HgN2O29S
Method: DFT, ωB97M-V with the def2-TZVPD basis set

The geometry in XYZ format:
```
108
Properties=species:S:1:pos:R:3:lowdin_charge:R:1
Hg 0.228 -0.438 -0.315 1.3365
O 2.903 -2.985 3.066 0.1713
C 2.322 -2.090 3.620 -0.3561
O 2.269 -1.867 4.910 0.2719
B 1.386 -0.794 5.220 -0.9426
O 1.089 -0.194 3.885 0.2338
C 1.643 -0.882 2.901 -0.2960
O 1.419 -0.667 1.729 0.0509
O 2.010 0.204 6.092 0.2614
C 1.225 0.447 7.097 -0.3962
O 1.392 1.253 7.985 0.1311
C -0.004 -0.491 6.990 -0.3629
O 0.150 -1.182 5.850 0.2371
O -0.958 -0.542 7.711 0.1358
O 0.285 1.743 0.633 0.0442
C 0.632 2.426 1.564 -0.3421
O 1.739 3.020 1.919 0.2703
B 1.645 3.539 3.316 -0.8341
O 0.200 3.483 3.599 0.2638
C -0.395 2.786 2.682 -0.3740
O -1.585 2.536 2.655 0.1116
O 2.445 2.736 4.206 0.2548
C 3.434 3.490 4.631 -0.3779
O 4.383 3.046 5.226 0.1663
C 3.265 4.906 4.081 -0.4052
O 2.187 4.950 3.364 0.2372
O 4.078 5.789 4.303 0.1236
O 4.487 -1.292 0.314 0.1733
C 4.595 -0.110 0.154 -0.3582
O 5.737 0.558 0.411 0.2241
B 5.518 2.004 0.222 -0.8858
O 4.112 2.073 -0.231 0.2617
C 3.580 0.895 -0.376 -0.3506
O 2.492 0.553 -0.806 0.0479
O 6.551 2.592 -0.634 0.2335
C 7.296 3.431 0.066 -0.3809
O 8.329 3.963 -0.236 0.1287
C 6.716 3.479 1.524 -0.3710
O 5.657 2.673 1.514 0.2261
O 7.185 3.938 2.522 0.1564
C 2.207 -4.069 -2.491 -0.6379
F 2.877 -2.955 -2.863 0.1029
F 1.081 -4.141 -3.181 0.1176
F 2.894 -5.189 -2.706 0.1425
S 1.822 -3.785 -0.623 0.5301
O 3.087 -3.924 0.050 -0.2676
O 1.178 -2.441 -0.499 -0.4231
O 0.885 -4.839 -0.292 -0.3179
C 0.364 1.818 -4.770 -0.0353
C -0.656 1.554 -3.658 -0.4849
C -2.041 1.953 -4.254 -0.1162
C -2.466 0.804 -5.197 -0.1672
C -2.436 -0.555 -4.487 -0.1330
C -1.103 -0.955 -3.857 -0.5077
N -0.546 0.194 -3.114 -0.0825
O 0.737 -0.134 -2.573 -0.0726
C -1.405 -2.047 -2.821 -0.0391
C -0.279 -1.562 -4.954 -0.0335
C -0.299 2.661 -2.622 -0.0209
H 1.374 1.787 -4.347 0.0908
H 0.215 2.783 -5.247 0.0943
H 0.357 1.005 -5.497 0.0700
H -2.825 2.124 -3.516 0.1106
H -1.938 2.833 -4.888 0.1142
H -1.834 0.796 -6.085 0.1027
H -3.483 1.061 -5.500 0.1078
H -2.701 -1.266 -5.276 0.1175
H -3.280 -0.782 -3.830 0.1069
H -1.909 -2.934 -3.213 0.1040
H -0.516 -2.545 -2.429 0.0564
H -2.023 -1.587 -2.051 0.0568
H -0.245 -0.954 -5.862 0.0738
H 0.717 -1.829 -4.598 0.0851
H -0.783 -2.452 -5.333 0.0939
H 0.586 2.347 -2.062 0.0748
H -1.044 2.801 -1.835 0.0690
H -0.131 3.648 -3.050 0.0929
H 1.269 0.381 -3.198 0.0947
C -2.703 1.156 -0.438 -0.0431
C -3.360 0.015 0.304 -0.4606
C -4.463 -0.538 -0.632 -0.1282
C -5.025 -1.893 -0.210 -0.2005
C -3.919 -2.895 -0.004 -0.1488
C -2.751 -2.430 0.888 -0.4733
N -2.320 -1.034 0.596 -0.1027
O -1.373 -0.598 1.512 -0.0643
C -3.186 -2.759 2.337 -0.0173
C -1.557 -3.327 0.610 -0.0439
C -4.049 0.495 1.591 -0.0139
H -2.276 1.881 0.253 0.0774
H -3.436 1.696 -1.045 0.0891
H -2.067 0.750 -1.230 0.0540
H -5.343 0.098 -0.748 0.1238
H -4.098 -0.727 -1.646 0.0977
H -5.784 -2.226 -0.923 0.1096
H -5.625 -1.880 0.708 0.1049
H -3.662 -3.211 -1.021 0.1102
H -4.312 -3.828 0.405 0.1174
H -2.306 -2.558 2.952 0.0923
H -3.956 -2.100 2.745 0.0693
H -3.566 -3.774 2.409 0.0870
H -1.371 -3.504 -0.447 0.0647
H -0.706 -2.800 1.040 0.0670
H -1.590 -4.293 1.111 0.1013
H -3.334 0.689 2.401 0.0703
H -4.692 -0.231 2.089 0.0717
H -4.544 1.465 1.576 0.1017
H -1.972 -0.227 2.186 0.0974
```

The frontier orbital gap is 7.711 eV. Its net charge is -2.

[2]
Molecular formula: C2HBrF2O
Method: DFT, ωB97M-V with the def2-TZVPD basis set

The geometry in XYZ format:
```
7
Properties=species:S:1:pos:R:3:lowdin_charge:R:1
C 0.111 -0.329 -0.606 -0.0736
C 2.047 -0.900 0.106 -0.8726
O -0.242 -0.809 -1.608 0.0964
F 2.517 -2.015 -0.417 0.0466
F 1.856 -1.059 1.424 -0.0110
Br 3.175 0.633 -0.211 0.7103
H -0.326 0.393 0.071 0.1038
```

The frontier orbital gap is 9.671 eV. Its net charge is 0.

[3]
Molecular formula: C34H49Br2F3N5O8PRuSi
Method: DFT, ωB97M-V with the def2-TZVPD basis set

The geometry in XYZ format:
```
104
Properties=species:S:1:pos:R:3:lowdin_charge:R:1
Ru 0.336 0.510 0.123 1.5836
C -3.378 1.242 0.133 -0.0318
C -2.914 0.503 -1.084 -0.2927
C -3.866 0.284 -2.110 -0.0017
C -3.536 -0.426 -3.220 -0.0150
C -2.222 -0.924 -3.354 -0.1857
C -1.755 -1.699 -4.442 -0.6254
Br -2.926 -2.163 -5.856 0.7758
C -0.466 -2.136 -4.482 -0.1739
C 0.437 -1.787 -3.462 -0.5825
Br 2.185 -2.481 -3.573 0.8392
C 0.060 -0.988 -2.399 -0.3649
O 0.892 -0.598 -1.458 -0.2766
C -1.317 -0.611 -2.324 -0.1312
N -1.680 0.058 -1.194 0.1100
H -4.293 0.784 0.513 0.0656
H -3.625 2.267 -0.148 0.0981
H -2.638 1.232 0.924 0.0404
H -4.864 0.680 -1.981 0.1199
H -4.262 -0.617 -3.998 0.0824
H -0.119 -2.752 -5.299 0.0939
F 3.604 -1.748 2.852 0.1404
C 2.290 -1.747 3.168 -0.5251
F 1.895 -3.022 3.263 0.1547
F 2.180 -1.194 4.384 0.1410
C 1.503 -0.967 2.088 -0.6001
O 1.356 0.263 2.267 -0.1024
O 1.145 -1.587 1.075 -0.0206
C 3.518 1.716 1.769 -0.1723
Si 2.851 1.564 0.031 0.8580
C 3.999 0.393 -0.947 -0.6132
C 5.453 0.799 -0.623 -0.0917
C 3.803 0.517 -2.459 -0.1091
C 3.877 -1.065 -0.482 -0.1015
C 2.780 3.342 -0.694 -0.6010
C 2.038 3.465 -2.034 -0.0848
C 2.213 4.296 0.371 -0.0872
C 4.217 3.837 -0.960 -0.1023
H 4.389 2.371 1.699 0.0435
H 3.837 0.756 2.170 0.0317
H 2.803 2.151 2.464 0.0425
H 5.715 1.813 -0.933 0.0584
H 6.108 0.112 -1.167 0.0927
H 5.683 0.689 0.436 0.0773
H 4.105 1.503 -2.814 0.0612
H 2.775 0.339 -2.765 0.0475
H 4.431 -0.219 -2.968 0.0771
H 4.163 -1.159 0.566 0.0671
H 4.580 -1.671 -1.061 0.0884
H 2.889 -1.486 -0.612 0.0353
H 1.101 2.918 -2.080 0.0461
H 2.665 3.110 -2.852 0.0677
H 1.815 4.518 -2.234 0.0903
H 1.283 3.965 0.817 0.0450
H 2.048 5.279 -0.080 0.0936
H 2.928 4.427 1.184 0.0811
H 4.687 3.320 -1.797 0.0626
H 4.871 3.768 -0.090 0.0759
H 4.152 4.895 -1.233 0.0941
C -4.424 -0.666 4.184 -0.1145
N -3.613 -0.676 2.979 -0.2847
C -4.274 -1.343 1.865 -0.1168
P -1.940 -0.741 3.005 0.5425
O -1.437 -0.367 1.662 -0.3297
N -1.373 -2.238 3.444 -0.2835
C -1.243 -3.238 2.383 -0.0978
C -1.829 -2.825 4.698 -0.1086
N -1.547 0.252 4.256 -0.2878
C -1.888 1.655 4.043 -0.0985
C -0.324 0.101 5.036 -0.0951
H -4.709 -1.678 4.496 0.0806
H -5.343 -0.105 3.996 0.0868
H -3.887 -0.184 4.998 0.0729
H -4.587 -2.358 2.140 0.0871
H -3.606 -1.400 1.006 0.0747
H -5.170 -0.788 1.574 0.0810
H -0.877 -2.772 1.471 0.0651
H -2.202 -3.732 2.190 0.0823
H -0.523 -3.995 2.696 0.0864
H -2.152 -2.056 5.398 0.0731
H -1.018 -3.393 5.159 0.0902
H -2.670 -3.507 4.528 0.0853
H -2.865 1.744 3.569 0.0832
H -1.138 2.130 3.403 0.0583
H -1.921 2.163 5.009 0.0920
H -0.033 -0.942 5.112 0.0615
H -0.503 0.491 6.042 0.0917
H 0.503 0.651 4.580 0.0782
O -0.690 2.843 -1.098 0.0138
C -0.741 3.099 0.099 -0.6322
O -0.304 2.287 1.014 -0.1978
C -1.283 4.418 0.564 -0.1197
C -1.422 4.725 1.912 0.0039
C -1.927 5.956 2.306 -0.0414
C -2.288 6.896 1.355 0.0073
C -2.134 6.570 0.019 -0.1259
C -1.639 5.352 -0.401 0.0761
N -2.516 7.569 -1.000 -0.3529
O -2.916 8.646 -0.605 0.0762
O -2.408 7.251 -2.165 0.0866
H -1.122 3.994 2.648 0.0963
H -2.033 6.189 3.357 0.1102
H -2.678 7.866 1.627 0.1201
H -1.533 5.124 -1.451 0.1343
```

The frontier orbital gap (spin up / spin down) is 7.203 / 6.688 eV. Its multiplicity is 5. Its net charge is 0.

[4]
Molecular formula: C6H9NO2
Method: DFT, ωB97M-V with the def2-TZVPD basis set

The geometry in XYZ format:
```
18
Properties=species:S:1:pos:R:3:lowdin_charge:R:1
C -2.996 -1.027 0.263 0.0503
O -2.235 -0.270 -0.807 -0.0595
C -1.576 0.812 -0.306 -0.5355
O -2.255 1.772 0.015 0.1189
C -0.219 0.705 -0.151 -0.0058
C 0.486 -0.414 -0.426 -0.0004
N 1.912 -0.566 -0.384 -0.0912
C 2.787 0.453 -0.721 -0.1322
C 2.610 0.058 0.739 -0.0631
H -3.637 -1.465 -0.184 -0.0365
H -3.964 -0.337 0.569 0.1749
H -2.505 -1.483 0.942 0.0307
H 0.318 1.300 0.257 0.0126
H -0.109 -1.501 -0.529 0.1864
H 3.568 0.138 -1.369 0.1022
H 2.502 1.503 -0.706 0.1110
H 2.083 0.704 1.674 0.1961
H 3.230 -0.382 1.124 -0.0589
```

The frontier orbital gap is 9.937 eV. As for the SMILES: COC(=O)/C=C/N1CC1. Its net charge is 0.

[5]
Molecular formula: C24H52O18Si
Method: DFT, ωB97M-V with the def2-TZVPD basis set

The geometry in XYZ format:
```
95
Properties=species:S:1:pos:R:3:lowdin_charge:R:1
C -1.493 -0.154 0.777 -0.0827
O -1.672 0.544 1.993 -0.1778
C -0.767 0.209 3.014 -0.1589
C 0.541 1.054 2.969 -0.3099
C 1.743 0.226 3.448 -0.1019
C 3.123 0.617 2.895 -0.2233
O 3.882 -0.543 2.576 -0.2216
Si 3.907 -1.284 1.091 0.3949
C 2.465 -0.764 0.031 -0.1420
C 3.827 -3.120 1.422 -0.1551
C 5.503 -0.891 0.209 -0.1566
O 0.768 1.554 1.669 -0.1906
C 0.137 2.789 1.381 -0.0754
H -0.689 -0.888 0.850 0.0762
H -2.421 -0.670 0.520 0.0917
H -1.241 0.544 -0.024 0.0665
H -1.284 0.394 3.958 0.1300
H -0.524 -0.860 2.978 0.1181
H 0.404 1.890 3.667 0.1461
H 1.776 0.317 4.537 0.1108
H 1.603 -0.838 3.241 0.1098
H 3.698 1.151 3.655 0.1205
H 3.015 1.284 2.039 0.1060
H 2.598 -1.199 -0.963 0.0410
H 2.452 0.320 -0.102 0.0290
H 1.497 -1.049 0.440 0.0217
H 3.599 -3.645 0.490 0.0349
H 3.025 -3.350 2.128 0.0290
H 4.765 -3.507 1.820 0.0327
H 5.728 0.177 0.201 0.0317
H 6.329 -1.417 0.691 0.0298
H 5.448 -1.235 -0.827 0.0331
H -0.744 2.949 2.003 0.0933
H -0.192 2.773 0.341 0.0802
H 0.843 3.613 1.522 0.0923
C 0.252 1.014 -2.513 -0.0368
O 0.469 1.416 -3.870 -0.0144
C 1.572 0.908 -4.421 -0.6191
O 2.355 0.171 -3.881 0.1260
O 1.656 1.359 -5.672 0.0027
C 2.801 0.887 -6.393 -0.0339
H -0.674 1.494 -2.205 0.0852
H 0.149 -0.068 -2.447 0.1023
H 1.074 1.341 -1.879 0.0892
H 2.784 -0.198 -6.466 0.0976
H 3.718 1.203 -5.899 0.0976
H 2.729 1.335 -7.379 0.0934
C -6.244 3.500 -3.917 -0.0296
O -5.018 4.202 -4.153 0.0081
C -4.013 3.434 -4.566 -0.6322
O -4.072 2.246 -4.767 0.1083
O -2.940 4.199 -4.738 0.0089
C -1.779 3.496 -5.204 -0.0232
H -6.960 4.259 -3.619 0.0960
H -6.581 3.009 -4.828 0.0862
H -6.119 2.766 -3.123 0.0972
H -1.965 3.062 -6.185 0.0992
H -1.492 2.714 -4.511 0.0735
H -0.992 4.241 -5.270 0.0990
C 2.746 -2.108 6.053 -0.0159
O 2.113 -1.163 6.928 0.0063
C 1.629 -1.695 8.046 -0.6178
O 1.671 -2.862 8.342 0.1143
O 1.090 -0.724 8.781 0.0062
C 0.528 -1.166 10.023 -0.0357
H 3.074 -1.541 5.186 0.0784
H 3.601 -2.572 6.540 0.1072
H 2.041 -2.878 5.745 0.0870
H 1.294 -1.622 10.647 0.0972
H -0.271 -1.884 9.846 0.0970
H 0.135 -0.273 10.499 0.0934
C -9.139 5.554 -8.680 -0.0378
O -8.219 4.905 -7.796 0.0021
C -7.304 4.157 -8.412 -0.6236
O -7.208 3.998 -9.601 0.1255
O -6.515 3.616 -7.486 -0.0052
C -5.476 2.775 -8.004 -0.0211
H -9.811 6.117 -8.040 0.0926
H -8.610 6.224 -9.356 0.0972
H -9.694 4.820 -9.261 0.0970
H -4.820 3.343 -8.661 0.1004
H -5.903 1.936 -8.550 0.1006
H -4.925 2.418 -7.138 0.0771
C 3.964 -7.203 2.643 -0.0358
O 3.248 -6.201 3.371 -0.0088
C 2.962 -6.534 4.629 -0.6243
O 3.243 -7.575 5.164 0.1256
O 2.309 -5.518 5.191 -0.0097
C 1.938 -5.725 6.562 -0.0285
H 4.123 -6.784 1.653 0.0901
H 4.918 -7.414 3.122 0.0979
H 3.381 -8.119 2.578 0.0971
H 2.821 -5.882 7.178 0.1041
H 1.273 -6.582 6.654 0.0992
H 1.432 -4.816 6.868 0.0660
```

The frontier orbital gap is 9.912 eV. As for the SMILES: COC[C@@H](CCO[Si](C)(C)C)OC.COC(=O)OC.COC(=O)OC.COC(=O)OC.COC(=O)OC.COC(=O)OC. Its net charge is 0.

How do the records compare in max |F|? In the order shown, they have 3.3, 4.3, 0.5, 16.4, 0.3 eV/Å.
How do the records compare in total energy? In the order shown, they have -120328.0366, -79612.6892, -227870.5130, -11944.2516, -70464.9196 eV.
How do the records compare in molar mass? In the order shown, they have 1224.72, 158.93, 1032.72, 127.14, 656.75 g/mol.